86
Properties=species:S:1:pos:R:3:forces:R:3 method="wB97M-V/def2-TZVPD" energy_ev=-44034.5734 largest_force_ev_per_a=9.1 smiles="NC(N)=O.CCO.CCO.CCO.CCO.CCO.CCO.CO.CO.CO.CO" total_charge=0 orbital_gap_ha=0.33500 lumo_ev=0.46 relative_energy_kcal_mol=10.92
N -2.106221 3.441442 0.072767 1.570 1.440 -2.108
C -2.628221 2.348442 0.576767 -4.059 -0.371 8.128
N -2.993221 1.411442 -0.268233 0.222 -1.209 -1.108
O -3.024221 2.255442 1.929767 2.615 0.397 -6.190
H -1.847221 4.277442 0.576767 -0.237 -0.590 0.276
H -1.721221 3.322442 -0.876233 -0.295 0.546 0.881
H -3.190221 0.439442 0.085767 -0.038 1.162 -0.653
H -2.896221 1.575442 -1.278233 0.121 -0.433 0.910
C 0.221779 1.770442 4.904767 0.077 1.935 0.660
C -0.499221 0.803442 3.979767 -0.602 2.395 1.446
O 0.035779 -0.418558 4.183767 2.010 -3.419 0.156
H 1.145779 2.211442 4.497767 -0.197 -0.471 -0.066
H 0.435779 1.458442 5.935767 0.090 -1.027 -0.470
H -0.386221 2.624442 5.182767 -0.430 0.515 -0.588
H -0.366221 1.057442 2.962767 -0.037 0.931 -1.223
H -1.590221 0.870442 4.189767 0.648 -0.656 -0.074
H 1.025779 -0.341558 4.103767 -1.562 -0.098 0.125
C 1.361779 3.774442 -0.390233 1.047 1.219 -0.772
C 2.155779 5.119442 -0.372233 -1.201 0.373 0.288
O 3.539779 4.967442 -0.306233 0.177 0.230 -2.275
H 1.674779 3.099442 -1.208233 -0.218 0.625 0.161
H 0.307779 3.997442 -0.428233 -0.291 -0.098 -0.180
H 1.545779 3.228442 0.502767 0.077 -0.428 0.995
H 1.804779 5.830442 0.433767 0.121 -0.979 -0.343
H 2.042779 5.725442 -1.251233 -0.632 -0.093 -0.813
H 3.726779 4.773442 0.562767 1.081 -0.771 2.947
C -2.510221 -2.265558 2.466767 0.248 0.158 1.992
C -3.316221 -1.125558 1.985767 1.669 0.536 -0.651
O -3.199221 -1.057558 0.562767 -0.554 -1.814 -1.123
H -2.725221 -2.311558 3.566767 0.753 -0.203 -0.727
H -1.456221 -2.111558 2.234767 -0.028 -0.058 0.426
H -2.811221 -3.192558 2.045767 -0.434 -0.955 -0.442
H -2.839221 -0.194558 2.369767 -1.214 -0.301 -0.145
H -4.342221 -1.310558 2.140767 -1.306 0.545 1.087
H -3.605221 -1.907558 0.238767 0.689 1.410 0.106
C -0.721221 -4.145558 0.223767 2.329 0.215 -0.113
C -0.665221 -5.593558 -0.026233 -0.515 -0.552 -0.818
O -1.163221 -5.876558 -1.327233 -0.677 0.152 -0.669
H -0.352221 -3.984558 1.219767 0.209 0.145 0.653
H -1.671221 -3.722558 0.180767 -1.572 0.785 -0.542
H 0.053779 -3.698558 -0.423233 -0.763 0.320 0.113
H -1.232221 -6.124558 0.718767 -0.066 -0.537 0.427
H 0.365779 -5.842558 -0.063233 1.053 -0.695 0.703
H -1.293221 -6.820558 -1.464233 0.141 0.116 0.232
C -4.361221 0.330442 -2.974233 0.486 -0.764 1.496
C -3.019221 -0.270558 -3.296233 -0.470 0.032 -0.437
O -1.938221 0.393442 -2.642233 -0.783 -0.088 -0.331
H -5.112221 0.012442 -3.651233 -0.668 -0.820 -0.609
H -4.348221 1.371442 -3.115233 0.250 1.628 0.058
H -4.653221 0.099442 -1.955233 -0.326 0.137 0.159
H -3.022221 -0.156558 -4.364233 1.037 -0.028 -0.839
H -3.002221 -1.339558 -3.098233 0.035 -0.179 0.213
H -1.146221 -0.085558 -2.897233 0.517 -0.073 -0.201
C 3.741779 1.800442 -3.091233 0.124 -1.054 -0.093
C 2.398779 1.093442 -2.993233 -0.942 -0.679 -0.755
O 2.262779 0.327442 -1.814233 -0.503 -0.391 1.133
H 4.457779 1.123442 -3.575233 -0.057 -0.099 0.314
H 4.124779 2.000442 -2.092233 -0.048 0.582 -0.118
H 3.711779 2.628442 -3.779233 -0.139 0.741 0.201
H 2.316779 0.434442 -3.907233 -0.096 0.369 0.817
H 1.486779 1.693442 -2.990233 0.394 0.774 -0.560
H 1.432779 0.591442 -1.312233 1.147 -0.210 -0.995
C 2.787779 -2.566558 0.810767 0.426 -0.325 -1.816
O 2.596779 -3.908558 0.409767 0.342 -0.531 -0.470
H 2.231779 -2.369558 1.653767 -1.530 0.212 1.940
H 2.492779 -1.864558 0.036767 0.072 0.155 -0.249
H 3.798779 -2.416558 1.076767 1.321 0.409 0.230
H 3.351779 -4.138558 -0.159233 -0.575 0.027 0.314
C 0.239779 -0.225558 0.623767 -3.197 -2.869 0.676
O 0.011779 0.838442 -0.194233 2.004 1.799 -0.952
H 1.091779 -0.255558 1.229767 1.513 0.794 0.706
H 0.216779 -1.140558 0.029767 0.356 -0.332 -0.073
H -0.659221 -0.369558 1.275767 0.866 0.174 -0.060
H -0.910221 1.010442 -0.186233 -1.442 0.271 -0.355
C 3.642779 1.438442 1.392767 1.077 1.344 0.267
O 2.888779 1.770442 2.523767 -0.912 -1.279 0.556
H 4.259779 0.579442 1.461767 0.456 -1.115 0.691
H 4.307779 2.277442 1.254767 0.559 0.134 -0.725
H 3.058779 1.327442 0.537767 -1.234 -0.134 -1.503
H 3.177779 2.632442 2.755767 0.031 0.940 0.688
C 0.173779 -2.376558 -2.729233 -0.160 1.158 1.203
O 0.039779 -1.462558 -3.806233 0.095 -0.415 -0.843
H 0.737779 -1.805558 -2.006233 0.568 -0.431 0.701
H 0.662779 -3.284558 -2.985233 0.435 -0.814 -0.370
H -0.759221 -2.616558 -2.228233 -0.439 0.104 -0.544
H 0.935779 -1.458558 -4.183233 -0.608 0.454 -0.084

84
Properties=species:S:1:pos:R:3:forces:R:3 method="wB97M-V/def2-TZVPD" energy_ev=-41053.7755 largest_force_ev_per_a=4.0 smiles=CCO.CCO.CCO.CCO.CCO.CCO.CO.CO.CO.CO.CO total_charge=0 orbital_gap_ha=0.36335 lumo_ev=0.43 relative_energy_kcal_mol=84.52
C 3.056907 -3.370254 0.388098 2.177 0.408 0.992
C 2.423188 -3.257832 -0.926471 0.862 -1.490 -0.782
O 1.686037 -2.099199 -1.012364 -1.032 1.775 -1.477
H 3.745062 -2.490732 0.615363 -1.162 -0.908 -0.207
H 3.740832 -4.257061 0.438434 -0.938 0.528 0.051
H 2.228078 -3.434504 1.060413 0.041 -0.080 1.302
H 1.697977 -4.047109 -1.037664 0.042 -1.030 -0.316
H 3.199949 -3.347662 -1.675718 -0.057 0.180 -0.677
H 1.326169 -2.055504 -1.932344 0.217 0.265 1.183
C 0.511955 1.429286 -3.418528 -1.120 2.063 0.217
C 1.305456 2.013625 -2.222686 0.599 -1.278 -1.929
O 0.548177 2.153295 -1.050788 0.226 0.057 -0.107
H 1.049775 1.349352 -4.331639 1.237 -0.198 -0.554
H -0.318910 2.073509 -3.747123 -0.009 -0.158 0.492
H 0.114440 0.467644 -3.186530 -0.348 -0.697 0.340
H 1.899154 2.904046 -2.511828 -0.582 -0.188 0.308
H 2.022512 1.185186 -2.135464 0.452 0.459 0.675
H 1.003338 1.524900 -0.458379 -0.460 0.208 0.181
C -2.713183 1.618562 -2.328502 -0.600 2.479 -2.133
C -2.926813 1.210299 -0.915805 0.643 0.350 -0.645
O -3.580898 -0.016431 -1.027141 -0.368 -1.239 1.229
H -2.065013 2.567169 -2.349024 -0.767 -1.496 -0.263
H -3.691373 1.878455 -2.870908 1.172 -0.320 0.863
H -2.281034 0.779000 -2.926556 0.019 0.869 0.686
H -3.507147 1.957185 -0.322038 0.463 -0.414 -0.273
H -1.881658 1.104587 -0.581230 -0.381 -0.051 0.837
H -3.166221 -0.610222 -0.374287 -0.190 0.031 -0.114
C -4.198050 -2.956520 0.410921 1.699 -1.228 -0.317
C -3.537420 -2.176385 1.520196 -1.238 0.575 -1.323
O -2.359285 -1.550877 1.048681 -2.583 2.172 -0.169
H -4.529156 -2.243371 -0.294759 -0.143 0.564 -1.225
H -5.067444 -3.496897 0.680106 -0.893 -0.595 0.768
H -3.481854 -3.688559 -0.029773 -0.511 0.531 0.000
H -3.356862 -2.771645 2.372220 0.254 -0.509 1.210
H -4.320066 -1.427826 1.688214 0.630 0.370 0.881
H -1.637593 -2.109685 1.197218 1.997 -1.575 0.173
C 3.611997 2.877483 1.450667 -1.194 1.591 2.766
C 3.814109 4.379994 1.823566 -1.296 -0.375 0.685
O 4.131395 5.059185 0.651868 0.407 -0.124 -1.352
H 2.944622 2.768964 0.587716 0.193 -0.196 0.457
H 3.299630 2.369674 2.431606 -0.201 0.456 -1.596
H 4.576611 2.525682 1.311639 1.750 -1.033 -1.017
H 4.645520 4.520005 2.553785 -0.661 -0.337 -0.104
H 2.848460 4.812760 2.230118 1.052 -0.540 -0.050
H 4.125821 5.997744 0.791003 -0.006 0.580 0.185
C -1.074442 -2.002356 -2.253874 1.706 0.987 0.582
C -2.406477 -2.191107 -2.831287 -1.187 -0.515 -1.433
O -2.395057 -3.136224 -3.912347 -0.452 0.385 -1.033
H -0.254337 -1.767558 -3.006426 -1.253 -0.164 0.423
H -0.771292 -2.946076 -1.776088 0.006 0.506 0.291
H -1.144220 -1.104996 -1.559613 0.395 -1.335 -0.368
H -2.845549 -1.298770 -3.171338 -0.044 1.578 -0.743
H -3.172838 -2.436696 -2.114218 0.149 -0.845 0.662
H -2.768798 -2.698976 -4.721802 0.588 -0.693 1.337
C -0.739430 -4.551012 0.658944 1.169 0.085 -3.776
O -0.407023 -3.223514 0.972070 -0.669 -0.432 1.456
H -0.786524 -4.632678 -0.513756 -0.707 -0.101 2.054
H -1.575154 -4.951313 1.151106 -1.439 0.126 0.542
H 0.065028 -5.198416 0.873037 1.190 -0.851 0.641
H 0.228400 -2.963336 0.330794 0.901 0.827 -0.888
C 0.170626 4.273290 2.620330 1.036 2.549 -1.276
O -0.859211 3.709548 3.317181 0.206 1.372 2.127
H 0.730904 3.589980 1.971275 0.093 0.044 0.325
H 0.811260 4.884583 3.275856 0.276 -1.134 0.465
H -0.105741 5.169522 1.993740 -0.582 -1.007 -0.245
H -1.289647 3.048063 2.837810 -0.967 -1.839 -1.360
C 0.593624 0.128667 1.395480 -2.371 -0.286 0.142
O 1.559044 0.168236 0.402604 0.811 1.028 -0.171
H -0.362507 -0.279528 0.993431 0.503 0.263 0.291
H 0.322986 1.048103 1.884651 0.370 0.889 -0.373
H 0.917992 -0.490254 2.173449 0.418 -1.226 1.373
H 1.494129 -0.701367 0.022276 0.374 -0.693 -0.837
C 5.096217 -0.176415 -0.110745 -0.747 0.982 1.014
O 4.195618 0.474997 -0.930927 -1.897 0.312 -0.977
H 4.664347 -0.325673 0.879451 0.148 -0.139 0.268
H 5.902004 0.515122 -0.029394 1.107 0.084 0.256
H 5.370259 -1.094295 -0.534701 0.844 -1.540 -0.470
H 3.292360 0.160878 -0.731616 0.699 0.385 -0.072
C -3.392427 1.900086 3.470668 -0.744 0.480 -1.203
O -2.317796 1.421546 2.645139 0.671 0.535 2.810
H -3.652009 2.932428 3.220910 0.238 0.213 -0.172
H -3.061271 1.963105 4.502120 -0.146 -0.714 0.048
H -4.340098 1.359132 3.233010 0.792 -0.136 0.853
H -2.630141 1.303960 1.788523 -0.879 -0.429 -2.413